The following is a quantum chemistry calculation of one molecule with the formula C3H7NSSi, from the OMol25 dataset.

Each line ends with the natural charge from an NBO analysis.
Cartesian coordinates (Å):
Si1 -2.76 -0.16 -0.17  0.846
C1 -0.53 -0.17 0.04  -0.101
N1 0.09 0.44 0.92  -0.479
C2 1.54 0.41 0.83  -0.243
C3 1.91 -0.10 -0.60  -0.573
S1 0.48 -0.85 -1.31  0.166
H1 -3.24 1.22 0.07  -0.138
H2 -3.25 -1.07 0.88  -0.153
H3 -2.94 -0.71 -1.41  -0.177
H4 1.86 -0.31 1.59  0.207
H5 2.00 1.42 0.91  0.210
H6 2.14 0.76 -1.08  0.204
H7 2.69 -0.87 -0.67  0.232

## Properties
frontier orbital gap	0.343	Eh
SMILES string	[SiH3]C1=NCCS1
E_tot	-860.86724	hartree
relative energy (zero: lowest compared OMol25 entry of this formula, charge and spin)	68.7	kJ/mol
highest occupied orbital energy	-0.31328	hartree
LUMO level	0.80	eV



The following is a quantum chemistry calculation of a 3-piece molecular cluster, C14H35N2O5 overall, from the OMol25 dataset.

Each line ends with the natural charge from an NBO analysis.
Cartesian coordinates (Å):
C1 -2.80 2.14 -3.51  -0.656
C2 -1.46 2.74 -4.33  -0.139
O1 -0.33 2.58 -3.41  -0.350
N1 0.53 3.61 -3.45  -0.090
C3 1.75 3.17 -2.63  -0.277
C4 1.25 2.73 -1.10  -0.263
N2 0.54 3.92 -0.43  -0.606
C5 -0.62 4.43 -1.26  -0.260
C6 0.00 4.87 -2.73  -0.294
H1 -2.54 1.95 -2.37  0.236
H2 -3.70 2.87 -3.67  0.245
H3 -3.09 1.10 -3.96  0.245
H4 -1.33 2.00 -5.26  0.228
H5 -1.63 3.83 -4.74  0.211
H6 0.84 3.89 -4.41  0.425
H7 2.52 4.07 -2.50  0.243
H8 2.25 2.26 -3.16  0.260
H9 2.20 2.46 -0.45  0.255
H10 0.58 1.76 -1.11  0.242
H11 1.28 4.68 -0.45  0.352
H12 -1.52 3.67 -1.36  0.243
H13 -1.09 5.41 -0.78  0.253
H14 0.88 5.65 -2.63  0.248
H15 -0.81 5.37 -3.43  0.241
C7 -2.06 -1.48 3.68  -0.259
O2 -1.37 -1.81 2.48  -0.558
C8 -2.14 -1.50 1.31  -0.090
C9 -1.66 -0.19 0.67  -0.087
O3 -1.93 0.93 1.51  -0.554
C10 -0.77 1.36 2.21  -0.258
H16 -1.34 -1.51 4.51  0.197
H17 -2.50 -0.48 3.63  0.181
H18 -2.84 -2.22 3.87  0.177
H19 -3.21 -1.46 1.54  0.186
H20 -1.98 -2.32 0.60  0.186
H21 -2.22 -0.04 -0.26  0.173
H22 -0.60 -0.25 0.41  0.168
H23 -0.11 1.91 1.53  0.161
H24 -0.22 0.53 2.66  0.185
H25 -1.08 2.04 3.01  0.199
C11 2.99 -5.57 0.41  -0.257
O4 2.59 -4.22 0.57  -0.559
C12 1.19 -4.09 0.84  -0.087
C13 0.93 -3.86 2.33  -0.097
O5 1.29 -5.00 3.11  -0.552
C14 2.55 -4.85 3.75  -0.256
H26 4.08 -5.61 0.45  0.191
H27 2.59 -6.21 1.19  0.185
H28 2.67 -5.94 -0.57  0.167
H29 0.65 -4.97 0.47  0.178
H30 0.84 -3.22 0.28  0.169
H31 -0.14 -3.69 2.48  0.208
H32 1.46 -2.96 2.68  0.170
H33 2.44 -4.17 4.61  0.167
H34 3.31 -4.46 3.07  0.178
H35 2.87 -5.83 4.11  0.193

## Properties
frontier orbital gap	0.272	Eh
charge	+1
E_tot	-1039.61543	hartree
relative energy (zero: lowest compared OMol25 entry of this formula, charge and spin)	430.2	kJ/mol
highest occupied orbital energy	-0.38472	hartree
LUMO level	-3.05	eV



The following is a quantum chemistry calculation of C5H11IN2 as an isolated structure, from the OMol25 dataset.

Each line ends with the natural charge from an NBO analysis.
Cartesian coordinates (Å):
C1 0.03 2.04 -1.13  -0.403
C2 1.28 1.18 -0.98  -0.387
C3 -0.83 0.77 -1.14  -0.392
C4 0.38 -0.03 -0.63  -0.283
C5 0.39 -0.30 0.84  -0.134
N1 -1.39 -2.11 1.36  -0.621
N2 -0.08 -2.10 1.09  -0.333
I1 1.27 -2.87 2.65  -0.009
H1 -0.15 2.67 -0.26  0.201
H2 -0.02 2.67 -2.02  0.206
H3 1.81 1.04 -1.92  0.212
H4 2.00 1.48 -0.22  0.202
H5 -1.71 0.77 -0.50  0.203
H6 -1.13 0.47 -2.14  0.210
H7 0.61 -0.95 -1.17  0.236
H8 1.38 -0.29 1.27  0.208
H9 -0.35 0.22 1.42  0.186
H10 -1.77 -3.05 1.32  0.363
H11 -1.72 -1.60 2.18  0.333

## Properties
frontier orbital gap	0.311	Eh
E_tot	-604.18953	hartree
relative energy (zero: lowest compared OMol25 entry of this formula, charge and spin)	165.8	kJ/mol
highest occupied orbital energy	-0.30957	hartree
LUMO level	0.05	eV